[1]
Molecular formula: C40H52BFN9O3PbS2SeSi
Method: DFT, ωB97M-V/def2-TZVPD

The spin multiplicity is 1. Its HOMO energy is -4.464 eV. As for the charge: -1.

```
111
C40H52BFN9O3PbS2SeSi, DFT ωB97M-V/def2-TZVPD
Pb 13.8328 13.1063 12.7931
C 17.4417 5.1603 13.9629
C 18.0951 6.5206 14.0367
C 17.8982 7.5401 13.0999
C 18.7493 8.7042 13.2317
C 19.3547 8.9642 14.4928
C 19.4184 7.9837 15.4877
C 18.8463 6.7373 15.2422
H 16.5207 5.2337 13.3125
H 17.2385 4.9671 15.0036
H 18.0346 4.3108 13.5839
H 17.2502 7.4386 12.2006
H 18.9428 9.5156 12.5143
H 19.9144 9.8834 14.6439
H 19.8779 8.2009 16.4289
H 18.7837 6.0488 16.0769
C 10.3893 16.7841 13.6788
Si 12.1106 16.2928 13.2626
C 13.1005 16.2280 14.9014
C 12.8169 17.8494 12.3919
N 12.1983 14.8427 12.2711
C 11.4855 14.7841 11.0608
C 10.1660 14.2002 10.9938
C 9.7294 13.8724 9.7107
C 10.4102 14.2399 8.5623
C 11.5813 15.0541 8.6334
C 12.0895 15.3718 9.8489
F 13.2428 16.1140 9.9379
H 10.3934 17.8914 13.6066
H 10.0189 16.4120 14.6177
H 9.6333 16.3460 13.0004
H 13.0452 17.2306 15.2930
H 14.1576 15.8855 14.7932
H 12.5428 15.6668 15.6704
H 12.3243 18.0731 11.4147
H 13.8668 17.7774 12.3279
H 12.5996 18.6592 13.0710
H 9.5596 14.0221 11.8593
H 8.8382 13.2518 9.6493
H 9.9295 13.9371 7.6050
H 12.0404 15.3122 7.6771
C 7.6030 5.6211 10.1817
N 8.9152 6.2486 10.0306
C 10.1351 5.5780 9.7881
C 11.0530 6.5262 9.5660
N 10.4499 7.7836 9.4050
B 11.0603 9.1582 9.1105
N 12.6129 9.1720 9.2544
C 13.5645 8.3492 8.7001
C 14.8033 8.6451 9.1709
N 14.6330 9.7827 9.9980
C 15.6325 10.8091 10.5289
C 13.2728 10.0740 10.0789
S 12.5560 11.4138 10.8468
C 9.1512 7.6763 9.8073
S 8.0687 8.9228 10.1937
H 7.2986 5.8088 11.2274
H 7.7888 4.5385 9.9940
H 6.8478 5.9948 9.4260
H 10.1060 4.4757 9.8859
H 12.1315 6.3890 9.3448
H 10.7845 10.0038 10.0434
H 10.7175 9.5553 7.9902
H 13.2452 7.5878 7.9053
H 15.8582 8.4657 8.8665
H 15.6162 10.7757 11.6275
H 15.3022 11.7096 9.9646
H 16.6829 10.6397 10.2904
C 10.6910 12.4287 14.0961
N 10.7101 12.6893 15.5209
C 11.7960 12.7873 16.3778
Se 13.5305 12.4839 15.8322
N 11.2930 13.2442 17.5642
C 9.8580 13.3750 17.5449
C 8.9392 13.9260 18.3941
C 7.7620 14.4147 17.8751
C 7.4166 14.1056 16.5282
C 8.3254 13.5154 15.6686
C 9.5816 13.1515 16.1557
H 10.5281 13.3698 13.4993
H 9.9935 11.7033 13.7825
H 11.6650 11.9266 13.9603
H 11.9985 13.4300 18.3491
H 9.1866 13.9718 19.4468
H 7.0862 14.9885 18.4997
H 6.4830 14.4435 16.1775
H 8.1271 13.4021 14.6290
C 17.2112 16.7746 10.2383
C 17.3994 17.0102 11.7538
C 17.7204 15.7454 12.5749
C 17.7890 16.1285 14.0581
C 17.9401 14.9303 15.0366
C 19.0869 15.0169 12.3240
O 20.1315 15.6683 12.4689
N 19.0515 13.7785 11.6484
C 17.9442 12.8519 11.7806
O 18.0740 11.6316 11.5786
N 16.7368 13.3939 12.0635
C 16.5523 14.6949 12.4533
O 15.4333 15.0948 12.9280
H 16.9082 17.7447 9.7528
H 16.5790 15.9237 10.0152
H 18.2044 16.5534 9.7090
H 16.4871 17.3386 12.2503
H 18.1536 17.6990 11.9997
H 16.8303 16.6733 14.2692
H 18.7110 16.7031 14.1750
H 18.4195 14.1072 14.5182
H 16.9706 14.5694 15.3977
H 18.5447 15.3963 15.8270
H 20.0060 13.3912 11.5918
```

=====

[2]
Molecular formula: C16H10BrCdCl5
Method: DFT, ωB97M-V/def2-TZVPD

The spin multiplicity is 1. Its HOMO energy is -0.702 eV. As for the charge: -2.

```
33
C16H10BrCdCl5, DFT ωB97M-V/def2-TZVPD
C -1.8437 2.6082 -0.0964
C -1.1717 2.4660 1.1610
C 0.2027 2.1802 0.8813
H -1.6327 2.5198 2.1527
C 0.3771 2.0962 -0.5337
C -0.8746 2.3782 -1.1498
H -1.0733 2.3769 -2.2147
H -2.8951 2.8053 -0.2257
H 0.9976 2.0028 1.6464
H 1.3458 1.9208 -1.0637
Cd -0.5787 0.0681 0.2552
Br -0.7816 -0.5262 2.7244
C -1.9193 -1.7921 -0.3832
C -1.9909 -1.0063 -1.5809
C -2.9362 0.0357 -1.3860
H -1.4226 -1.1861 -2.5120
C -3.4549 -0.1001 -0.0454
C -2.8410 -1.2367 0.5550
H -3.0349 -1.6046 1.5750
H -1.2754 -2.7004 -0.2206
H -3.1751 0.8126 -2.0997
H -4.1355 0.5909 0.4522
Cl 2.1691 0.3584 2.8356
C 2.4977 -0.5308 1.3838
C 1.5577 -0.6253 0.2789
C 1.9487 -1.3027 -0.8796
Cl 0.9609 -1.3025 -2.2748
C 3.1680 -1.9182 -0.9462
Cl 3.6520 -2.7410 -2.3578
C 4.0551 -1.8480 0.1295
Cl 5.5901 -2.5995 0.0508
C 3.7059 -1.1569 1.2945
Cl 4.8089 -1.0429 2.5943
```

=====

no.,energy (eV),largest force on an atom (eV/A)
1,-165417.5296,3.88
2,-153971.5755,3.02